164
Properties=species:S:1:pos:R:3:lowdin_charge:R:1 method="wB97M-V/def2-TZVPD" mol_weight_g_mol=1064.41 total_charge=+1 lumo_energy_ev=-8.23 orbital_gap_ha=0.03276 homo_energy_ev=-9.124
Zn -2.91 2.67 -6.02 1.365
B -0.49 1.99 -0.76 -1.526
F -0.40 0.69 -0.39 0.140
F -1.22 2.61 0.17 0.159
F 0.72 2.60 -0.95 0.124
F -1.19 1.93 -1.91 0.114
C 4.75 -3.99 3.77 -0.823
O 4.34 -5.13 3.67 0.031
N 4.46 -3.14 2.85 0.155
N 5.51 -3.47 4.67 0.169
H 4.88 -2.23 2.86 0.107
H 4.01 -3.35 1.97 0.125
H 5.86 -4.06 5.42 0.122
H 6.00 -2.59 4.58 0.114
C 5.40 -12.11 5.09 -0.106
O 4.55 -11.87 3.95 -0.175
C 5.32 -11.27 2.91 -0.251
C 4.56 -11.20 1.66 -0.255
N 3.17 -10.90 1.86 -0.038
C 2.36 -11.00 0.58 -0.161
C 2.65 -9.98 -0.51 -0.277
O 2.45 -8.72 -0.05 -0.176
C 1.17 -8.22 -0.23 -0.117
H 5.14 -13.03 5.62 0.081
H 5.14 -11.35 5.82 0.079
H 6.47 -12.02 4.97 0.080
H 6.29 -11.76 2.84 0.117
H 5.55 -10.26 3.25 0.124
H 4.69 -12.17 1.17 0.128
H 4.90 -10.38 1.03 0.116
H 3.22 -9.92 2.11 0.107
H 1.37 -10.87 1.00 0.105
H 2.32 -12.01 0.17 0.114
H 2.18 -10.24 -1.46 0.120
H 3.70 -10.00 -0.81 0.115
H 0.68 -8.39 -1.19 0.088
H 1.26 -7.13 -0.14 0.091
H 0.62 -8.62 0.61 0.091
C 2.19 -3.04 10.56 -0.113
O 0.88 -2.60 10.22 -0.216
C 0.58 -1.27 10.72 -0.211
C -0.93 -1.16 10.58 -0.198
N -1.28 -0.62 9.24 -0.062
C -0.66 -1.43 8.17 -0.188
C -1.21 -1.00 6.74 -0.209
O -2.60 -1.26 6.77 -0.213
C -3.25 -0.87 5.53 -0.090
H 2.89 -2.38 10.03 0.083
H 2.44 -4.05 10.26 0.086
H 2.45 -2.96 11.61 0.079
H 1.02 -0.41 10.21 0.122
H 0.99 -1.25 11.73 0.113
H -1.21 -0.46 11.37 0.107
H -1.51 -2.05 10.80 0.119
H -2.25 -0.86 9.10 0.086
H -0.92 -2.47 8.34 0.121
H 0.38 -1.11 8.14 0.111
H -0.79 -1.67 5.99 0.116
H -0.98 0.03 6.50 0.116
H -4.31 -1.14 5.60 0.084
H -2.88 -1.47 4.70 0.076
H -3.01 0.13 5.19 0.083
C 8.30 -1.47 -5.39 -0.107
O 7.09 -2.00 -5.92 -0.215
C 5.84 -1.59 -5.24 -0.177
C 4.75 -2.69 -5.39 -0.225
N 4.37 -2.81 -6.79 -0.070
C 3.89 -4.17 -7.19 -0.178
C 3.98 -4.26 -8.72 -0.245
O 5.35 -4.53 -9.00 -0.172
C 5.53 -4.54 -10.44 -0.104
H 8.44 -1.69 -4.33 0.084
H 8.33 -0.39 -5.52 0.080
H 9.07 -1.91 -6.03 0.089
H 5.47 -0.67 -5.70 0.112
H 5.99 -1.47 -4.17 0.114
H 3.92 -2.50 -4.71 0.113
H 5.23 -3.58 -5.00 0.112
H 5.22 -2.67 -7.32 0.088
H 2.95 -4.54 -6.78 0.113
H 4.66 -4.81 -6.76 0.112
H 3.56 -3.38 -9.21 0.117
H 3.39 -5.12 -9.04 0.115
H 6.42 -5.09 -10.76 0.089
H 5.47 -3.55 -10.88 0.081
H 4.76 -5.00 -11.06 0.075
C -8.51 5.93 2.55 -0.079
O -7.48 6.77 1.97 -0.201
C -7.78 7.81 1.09 -0.213
C -6.46 8.70 1.00 -0.186
N -5.41 7.96 0.32 -0.079
C -4.11 8.64 0.30 -0.190
C -4.24 9.88 -0.61 -0.243
O -4.74 9.61 -1.92 -0.181
C -5.19 10.74 -2.64 -0.119
H -9.25 6.45 3.16 0.081
H -8.01 5.33 3.31 0.080
H -9.01 5.24 1.87 0.080
H -8.58 8.48 1.42 0.114
H -8.00 7.43 0.09 0.113
H -6.18 8.99 2.01 0.115
H -6.66 9.62 0.46 0.106
H -5.19 7.04 0.68 0.108
H -3.24 8.10 -0.05 0.119
H -3.90 8.95 1.32 0.114
H -3.30 10.43 -0.54 0.115
H -4.83 10.67 -0.14 0.101
H -4.43 11.37 -3.08 0.086
H -5.99 11.27 -2.11 0.088
H -5.74 10.40 -3.52 0.073
C -4.70 0.53 -4.90 -0.058
O -3.91 0.72 -6.08 -0.265
C -3.63 -0.56 -6.66 -0.139
C -2.51 -0.38 -7.73 -0.163
N -1.51 0.58 -7.29 -0.061
C -0.80 1.22 -8.38 -0.195
C 0.00 2.36 -7.81 -0.117
O -0.83 3.00 -6.79 -0.273
C -0.24 4.11 -6.19 -0.090
H -4.48 -0.29 -4.22 0.123
H -5.77 0.49 -5.08 0.111
H -4.60 1.43 -4.29 0.091
H -4.59 -0.94 -7.00 0.147
H -3.23 -1.31 -5.98 0.140
H -3.05 0.06 -8.57 0.119
H -2.17 -1.29 -8.23 0.144
H -0.70 0.08 -6.96 0.141
H -1.47 1.54 -9.18 0.134
H -0.08 0.55 -8.85 0.144
H 0.09 3.09 -8.61 0.146
H 0.96 2.07 -7.38 0.154
H 0.01 4.94 -6.85 0.108
H 0.77 3.85 -5.87 0.114
H -0.75 4.57 -5.35 0.107
C -2.92 5.65 8.69 -0.202
C -3.84 5.14 7.52 -0.249
O -4.94 6.02 7.46 -0.073
O -1.71 4.91 8.65 -0.106
H -3.26 5.36 9.68 0.117
H -2.55 6.68 8.61 0.125
H -4.26 4.15 7.68 0.115
H -3.32 5.10 6.56 0.118
H -5.27 5.73 6.61 0.077
H -1.90 3.98 8.66 0.076
C -6.23 5.87 -5.91 -0.232
C -5.95 5.82 -7.42 -0.215
O -5.27 4.62 -7.83 -0.094
O -4.97 5.64 -5.30 -0.082
H -7.03 5.22 -5.58 0.123
H -6.51 6.90 -5.67 0.130
H -5.25 6.64 -7.60 0.120
H -6.89 6.05 -7.93 0.128
H -5.47 4.56 -8.77 0.084
H -4.98 6.22 -4.53 0.098
C 4.06 3.28 4.56 -0.289
C 5.49 3.00 4.10 -0.213
O 6.30 2.26 5.07 -0.086
O 4.07 4.20 5.57 -0.050
H 3.67 2.36 5.01 0.122
H 3.50 3.59 3.68 0.119
H 6.01 3.94 3.97 0.114
H 5.51 2.45 3.16 0.114
H 6.64 2.91 5.69 0.073
H 3.25 4.17 6.06 0.096